Density functional theory data (ωB97M-V/def2-TZVPD) for a structure of composition C54H77AsBBiN11OPS3 in a non-equilibrium geometry.

XYZ file:
```
150
Properties=species:S:1:pos:R:3:forces:R:3:lowdin_charge:R:1
C 1.5056 -2.3999 3.4397 0.28 -0.58 -0.27 -0.139
H -4.5993 -4.4942 0.4110 0.00 -0.01 0.16 0.103
C 1.7656 2.5649 -5.4856 0.07 0.03 -0.08 -0.202
C -5.5217 0.8227 3.8029 -0.27 0.10 0.01 -0.102
H 4.0763 -4.3698 0.1207 0.01 -0.03 0.03 0.074
As -1.5030 3.4150 1.0337 -0.34 1.18 -0.32 1.034
N 1.2097 1.2249 -5.4271 0.23 -0.08 -0.42 -0.158
N 2.0863 -2.2540 0.4458 0.05 0.00 0.51 0.060
N 1.0052 1.1879 3.7873 -0.04 0.15 0.16 0.028
C -1.8747 -3.5656 2.4148 0.13 0.16 0.07 -0.071
H -4.7267 -1.2512 -1.0168 -0.11 0.01 -0.01 0.058
N -2.6243 -0.2390 -1.3248 -1.24 0.17 -1.24 -0.056
H -3.1927 5.2039 1.9122 0.07 -0.11 -0.01 0.018
O -1.7158 -0.0561 2.4754 0.17 0.03 -0.33 -0.356
C -3.2411 0.2101 4.1854 -0.03 0.02 0.07 -0.036
C -4.0550 0.3787 1.9225 0.30 0.08 0.43 -0.123
H 1.5044 6.4216 3.4292 0.02 0.03 -0.01 0.108
C 0.2726 4.8025 4.0867 0.03 -0.02 0.00 -0.053
H -2.1996 2.3673 -1.1934 0.01 -0.04 0.05 -0.045
C -2.2090 5.2543 1.4407 0.08 -0.37 0.19 -0.296
C 1.0794 2.5931 3.6241 0.10 0.64 -0.24 -0.135
C -1.6894 -1.0477 -1.5794 0.28 -0.40 0.50 -1.054
H -6.1281 0.8735 1.7666 -0.10 -0.04 -0.08 0.108
N -2.8289 0.2041 -0.0797 0.82 0.17 1.17 -0.048
H 2.7462 2.5673 -4.9986 -0.04 0.01 -0.06 0.124
H -4.3575 -3.1033 -4.3074 0.01 0.03 -0.11 0.115
N 0.9196 3.5597 -4.8515 0.19 0.34 -0.32 -0.161
C -1.9124 -3.3136 -3.1717 0.28 0.65 0.14 -0.398
S -1.5169 -1.5151 -3.2768 -0.01 -0.35 -0.34 0.891
S 2.2975 0.6923 -0.7690 0.18 0.42 0.19 0.585
C -5.7129 -4.0491 -1.3600 -0.02 -0.05 0.07 -0.100
C 1.3734 -0.6255 5.0119 -0.03 0.28 0.40 -0.053
N 3.9426 -0.9201 -2.1749 -0.76 -0.12 0.81 0.029
C 2.2432 3.1330 3.0497 -0.11 -0.16 -0.04 -0.130
C 0.0995 3.4266 4.1818 0.11 -0.16 0.04 -0.146
H -1.8966 -3.6206 -4.2169 0.08 -0.11 0.04 0.079
C 4.2339 2.7208 1.5011 -0.23 -0.04 0.13 -0.080
C 0.8827 -4.6685 3.0078 0.04 -0.05 -0.13 -0.026
C 2.8668 -2.7595 3.4232 -0.14 0.09 0.21 -0.160
C 3.8673 -4.2545 -0.9427 0.01 -0.03 -0.04 0.007
C -2.5213 3.2386 -0.6287 -0.05 -0.01 -0.15 -0.344
C -3.9314 -0.0082 0.5281 -0.05 -0.44 -0.75 -0.260
H 0.0091 1.4696 -7.1030 -0.03 -0.09 0.08 0.127
N 2.9114 -1.9694 -0.6109 0.33 0.34 -0.66 -0.084
B 0.9109 0.0783 2.8794 -0.06 -0.16 0.09 -0.619
H -3.5809 3.1342 -0.4028 -0.05 -0.06 0.05 0.025
H 0.2551 4.1753 -2.9871 0.06 -0.04 0.08 0.076
H 5.1819 -2.9805 5.0341 0.07 -0.16 -0.01 0.079
H -0.2573 3.8189 -6.5408 -0.03 0.02 0.11 0.126
C 4.9969 -1.6742 2.5919 -0.17 0.04 0.18 -0.044
H 3.7179 1.6681 4.7594 0.01 -0.03 0.12 0.069
C 4.2845 2.1117 3.9438 -0.14 -0.16 -0.14 -0.038
N -1.0095 2.2164 -5.4569 -0.21 0.11 -0.45 -0.161
H 5.4582 -2.6404 2.4012 0.07 -0.13 -0.04 0.073
H -2.2917 5.8556 0.5344 0.08 -0.15 -0.09 0.018
S -0.5518 -1.7384 -0.4126 -0.20 0.02 -0.37 0.545
H 0.8302 4.4492 0.9517 -0.02 -0.03 0.08 -0.003
P 0.0441 1.7120 -2.8985 0.00 0.23 -0.77 0.958
H -0.8477 4.2761 6.6785 -0.01 0.16 0.03 0.080
C -4.5498 -4.1879 -0.6224 -0.08 -0.04 0.08 -0.088
C 0.8248 3.3484 -3.4223 -0.07 -0.12 0.57 -0.341
H -1.5229 5.7501 2.1268 0.00 -0.04 0.03 0.001
C -4.4836 0.5251 4.6751 0.03 -0.06 0.02 -0.101
C -2.3971 3.4608 4.6299 0.12 -0.17 -0.14 -0.069
N 4.3668 -2.2036 -2.2405 0.45 -0.77 -0.18 0.117
H -1.0424 4.2423 -4.9896 0.02 0.00 -0.11 0.126
H -1.6150 -3.1441 1.4489 -0.08 -0.02 -0.10 -0.004
H 3.8632 -2.1328 5.8411 -0.01 -0.04 0.12 0.074
H -1.8261 -4.6499 2.3508 -0.05 -0.21 0.03 0.072
H 5.1558 1.4904 3.7515 0.16 -0.12 -0.03 0.072
C -1.3910 1.8539 -4.1106 -0.08 -0.15 0.50 -0.353
H 0.6487 3.3059 -0.3821 -0.05 -0.08 -0.01 -0.032
H -6.5394 -3.5674 -3.2753 -0.11 0.04 -0.05 0.102
H 0.2316 2.8984 6.8011 0.10 -0.02 0.08 0.065
C -5.3070 0.7048 2.4484 0.04 0.05 0.01 -0.048
C 3.1972 -4.0873 3.1767 0.04 0.00 -0.02 -0.053
C -5.0713 -0.7547 -0.1127 0.18 0.11 -0.25 0.002
H 3.6025 2.8252 0.6237 0.02 0.07 -0.16 0.037
C -0.7656 3.2071 6.4985 0.03 -0.20 -0.14 -0.048
C 2.3766 4.5134 2.9903 -0.04 0.05 -0.04 -0.051
H -2.4385 -0.0531 4.8582 0.19 0.03 0.05 0.113
H 4.7212 3.6698 1.7024 0.11 0.18 0.05 0.070
H -5.8426 -0.0354 -0.3878 -0.18 -0.01 -0.03 0.090
C -4.4116 -3.4139 -3.2737 0.08 -0.03 0.05 -0.046
H 5.0106 1.9938 1.2754 0.08 -0.09 -0.06 0.077
H -2.4139 -4.0461 -0.6271 0.09 -0.04 0.07 0.084
H 3.2690 4.9473 2.5675 0.10 0.04 -0.07 0.109
H -2.3476 -3.1670 5.1330 -0.14 0.02 0.02 0.078
H -1.4866 2.6970 7.1324 -0.12 -0.04 0.10 0.082
C 3.9587 -1.7471 3.7150 0.17 0.03 -0.03 -0.360
C -0.3854 3.5260 -5.4920 -0.03 0.08 -0.11 -0.198
C 1.2718 0.7100 5.0582 0.09 -0.44 0.34 -0.062
C 3.0323 -0.7310 -1.1900 0.21 0.11 0.01 -0.731
H -1.0571 -1.9203 3.4667 0.08 -0.12 0.04 0.102
H 2.5833 -2.3845 1.3224 0.16 -0.06 -0.31 0.066
H -2.3803 4.1277 -1.2422 0.04 0.11 0.00 0.022
H -1.3507 -4.6070 4.9012 0.01 -0.14 0.02 0.080
H -0.5525 0.2411 -5.9247 -0.01 0.04 -0.12 0.120
H -0.6571 -3.1590 5.6317 0.05 0.02 0.16 0.076
H -3.1696 3.0180 5.2525 -0.13 -0.02 0.04 0.073
H 1.3954 1.3670 5.8971 -0.01 0.08 0.10 0.121
Bi -0.2232 0.4681 0.8938 -0.36 0.13 -0.13 1.390
H 1.8864 2.8430 -6.5390 0.03 -0.03 0.09 0.126
C -1.3514 -3.5184 4.8754 0.05 0.19 -0.12 -0.042
H 4.5375 -1.3151 1.6718 0.01 0.05 -0.17 0.068
C 1.1577 0.7343 -4.0677 -0.04 -0.22 0.52 -0.368
C 0.5035 -3.3578 3.2638 -0.05 0.27 0.03 -0.122
H -2.8987 -3.2805 2.6442 -0.18 0.01 0.01 0.085
H -0.0923 4.9122 -0.4772 -0.08 0.00 -0.07 0.026
H 2.9350 -4.7748 -1.1614 -0.02 -0.09 0.00 0.089
C 1.3891 5.3473 3.4845 0.05 0.00 0.00 -0.070
H -6.6725 -4.2361 -0.9010 -0.08 -0.04 0.03 0.103
H 3.5080 -0.7568 3.7932 -0.03 -0.06 -0.02 0.107
C -0.1103 1.2344 -6.0390 -0.01 0.02 -0.15 -0.191
H 4.6693 -4.6896 -1.5289 0.03 -0.08 -0.02 0.087
H -1.0898 1.8049 4.8994 0.07 0.04 -0.07 0.109
H 1.8369 3.3717 -3.0027 -0.08 0.10 0.09 0.082
C -1.0377 2.8877 5.0220 -0.17 0.06 0.04 -0.358
H 3.0242 1.2447 2.4267 0.08 0.11 0.04 0.096
C -5.6389 -3.6651 -2.6886 -0.07 0.05 -0.09 -0.083
H -2.0894 2.6097 -3.7352 -0.02 -0.13 0.08 0.082
H -4.6531 0.5287 5.7416 -0.02 0.03 0.14 0.103
H 1.5755 -1.3183 5.8052 0.04 -0.12 0.13 0.128
C -3.2391 -3.5598 -2.5399 -0.11 -0.16 0.01 -0.309
H 0.8367 -0.3111 -4.0809 0.10 0.07 0.10 0.044
N 1.1817 -1.0537 3.7066 -0.05 -0.12 0.17 0.035
C -2.9567 0.2088 2.8048 -0.11 -0.09 0.23 -0.346
H -2.4294 4.5380 4.7663 -0.01 0.21 0.01 0.073
H -2.6204 3.2324 3.5889 -0.12 -0.02 0.05 0.030
H 5.7856 -0.9760 2.8644 0.10 0.08 -0.02 0.078
C -3.3198 -3.9427 -1.2064 0.03 -0.01 -0.10 -0.055
H 2.1691 0.7808 -3.6491 -0.10 -0.08 0.04 0.040
C -0.9461 -3.0060 3.4876 -0.21 -0.08 0.05 -0.359
H -5.5053 -1.4923 0.5578 0.01 0.06 0.10 0.089
H 4.2333 -4.3921 3.1689 0.15 0.00 0.00 0.111
H -0.4622 5.4560 4.5300 -0.13 0.10 0.03 0.110
H 5.2997 -1.2473 5.3404 0.11 0.07 0.02 0.080
C 3.4099 2.2351 2.6889 0.14 0.06 -0.02 -0.364
H 0.1273 -5.4253 2.8714 -0.16 -0.10 -0.02 0.110
H -1.1018 -3.7892 -2.6224 -0.03 -0.16 -0.06 0.066
H -6.4915 1.1050 4.1828 -0.11 0.01 0.01 0.095
C 3.7458 -2.8260 -1.2917 0.15 0.12 -0.16 -0.333
H 4.2970 -0.2261 -2.8115 -0.10 -0.02 0.09 0.151
H 2.4770 -6.0617 2.7505 0.07 -0.06 0.00 0.105
H 4.6241 3.0955 4.2602 0.08 0.12 0.03 0.087
C 4.6199 -2.0507 5.0645 -0.16 0.14 -0.16 -0.043
C 2.2137 -5.0320 2.9482 0.00 -0.09 0.00 -0.068
H -1.9170 0.8961 -4.1432 -0.07 0.17 0.09 0.028
C 0.1440 4.0847 0.1913 0.10 0.05 0.04 -0.320
H 1.4778 -3.0400 0.2513 0.10 0.07 -0.07 0.055
```
Positions in Å, forces in eV/Å.

## Properties
Max |F| in eV/A: 1.76
Gap between HOMO and LUMO in eV: 7.5
2S+1: 1